No. 1
ORCA calculation (wB97M-V/def2-TZVPD) on a cluster of 12 separate species, C23H33Cl33O5 in total at a distorted geometry.

Calculated values
Multiplicity: 1
LUMO level (eV): 0.005
SMILES: CC(=O)OCCCCCCCCC(=O)OCO.ClC(Cl)Cl.ClC(Cl)Cl.ClC(Cl)Cl.ClC(Cl)Cl.ClC(Cl)Cl.ClC(Cl)Cl.ClC(Cl)Cl.ClC(Cl)Cl.ClC(Cl)Cl.ClC(Cl)Cl.ClC(Cl)Cl
Net charge: 0
Gap between HOMO and LUMO (eV): 10.47

Structure (XYZ):
```
94
C23H33Cl33O5 (wB97M-V/def2-TZVPD)
Cl -5.727 8.155 2.326
Cl -5.647 -4.441 -1.432
Cl 4.674 6.377 5.467
Cl -0.454 5.259 -6.581
Cl -0.142 5.623 2.751
Cl 4.730 -7.039 -0.443
Cl 7.219 -4.398 -2.172
Cl 4.638 3.585 6.262
Cl 2.355 6.856 1.905
Cl 2.197 -6.663 -1.826
Cl -0.346 5.004 -10.212
Cl 4.287 -8.245 -3.043
Cl -1.360 3.471 -4.478
Cl 1.808 -9.968 0.398
Cl -3.836 6.341 1.072
Cl 1.420 -11.170 -2.220
Cl -0.749 -9.712 -0.958
Cl -4.897 -5.507 -4.029
Cl -0.137 2.390 -6.880
Cl 2.197 5.154 6.343
Cl -6.692 5.924 0.736
Cl 0.915 2.336 -2.004
Cl -1.484 7.184 -11.753
Cl 2.295 4.055 2.696
Cl -6.817 2.572 1.304
Cl -0.947 7.545 -8.922
Cl -6.389 1.196 3.816
Cl 1.639 4.981 -1.021
Cl 7.345 -4.093 0.720
Cl 3.112 3.782 -3.217
Cl 8.126 -6.624 -0.537
Cl -4.506 -2.686 -3.443
Cl -5.520 3.941 3.523
O -3.594 -3.739 1.305
O 6.324 -1.257 0.703
O 3.285 1.447 1.117
O 4.403 -0.422 1.627
O -2.339 -5.031 -0.048
C 1.612 5.656 2.971
C -3.373 -1.483 0.401
C -0.421 6.753 -10.412
C 1.904 -0.444 1.597
C -6.736 2.751 3.060
C -1.586 -4.862 2.229
C 5.086 -0.702 0.404
C 1.000 -9.818 -1.165
C -3.700 -0.010 0.717
C -5.413 7.123 0.929
C -2.525 -4.566 1.075
C 2.233 3.474 -1.713
C 3.938 -6.860 -2.007
C 3.952 5.183 6.546
C -1.644 1.032 1.876
C 8.069 -4.867 -0.696
C -3.102 0.563 2.013
C -3.226 -2.385 1.617
C -0.578 -0.051 2.079
C -4.518 -4.323 -2.775
C 0.833 0.536 2.124
C -0.158 3.739 -5.740
C 3.233 0.271 1.435
H 2.917 3.024 -1.004
H 1.985 -1.279 2.294
H 0.815 3.796 -5.267
H 5.286 0.233 -0.123
H 1.625 -0.808 0.603
H -4.218 -1.890 -0.163
H 1.358 -8.904 -1.630
H -2.110 -4.727 3.175
H -0.805 -4.099 2.201
H 4.491 -1.362 -0.240
H 1.821 5.944 3.992
H -1.510 1.791 2.658
H -3.233 -0.077 2.888
H -1.160 -5.852 2.124
H -0.660 -0.759 1.243
H -7.700 3.095 3.411
H -3.528 -4.538 -2.392
H -2.525 -1.557 -0.284
H 1.111 0.791 3.151
H 6.199 -1.822 1.470
H -3.271 0.592 -0.091
H 4.336 -5.972 -2.482
H -0.829 -0.613 2.984
H 0.574 7.108 -10.645
H -2.196 -2.336 1.985
H -5.398 7.746 0.045
H -3.665 1.476 2.234
H -4.772 0.190 0.688
H -3.843 -2.068 2.459
H 9.088 -4.512 -0.763
H 0.889 1.462 1.559
H -1.509 1.561 0.936
H 4.168 5.470 7.567
```

No. 2
ORCA calculation (wB97M-V/def2-TZVPD) on the molecule C3H2FNO at a distorted geometry.

Calculated values
Multiplicity: 1
LUMO level (eV): 0.925
ΔE to the lowest compared entry with this formula, charge and spin (kJ/mol): 147.0
SMILES: Fc1cnoc1
Net charge: 0
Gap between HOMO and LUMO (eV): 11.34

Structure (XYZ):
```
8
C3H2FNO (wB97M-V/def2-TZVPD)
F 0.336 -1.686 1.173
O 0.362 0.989 -1.069
N -0.898 1.168 -0.513
C -0.954 0.251 0.377
C 0.899 -0.131 -0.531
C 0.162 -0.571 0.440
H 1.931 -0.278 -0.857
H -1.838 0.258 0.981
```

No. 3
ORCA calculation (wB97M-V/def2-TZVPD) on a cluster of 2 separate species, C11H16N3O in total at a distorted geometry.

Calculated values
Multiplicity: 1
LUMO level (eV): -3.277
ΔE to the lowest compared entry with this formula, charge and spin (kJ/mol): 266.4
Net charge: +1
Gap between HOMO and LUMO (eV): 7.49

Structure (XYZ):
```
31
C11H16N3O (wB97M-V/def2-TZVPD)
O -2.761 -1.276 1.682
N 4.719 0.019 -0.843
N -0.679 -0.085 0.503
N -2.999 -0.749 -0.534
C -1.798 1.835 1.675
C 0.569 -0.343 -0.127
C -2.265 -1.297 0.469
C 2.834 -1.318 -0.055
C -0.682 1.183 0.901
C -2.752 -0.857 -1.987
C 1.317 0.889 -0.081
C 0.494 1.854 0.544
C 2.662 1.051 -0.490
C 3.482 -0.047 -0.470
C 1.539 -1.512 0.185
H 0.380 -0.654 -1.268
H -3.425 0.147 -0.411
H -1.768 -0.499 -2.278
H 5.351 -0.708 -0.543
H -1.308 2.603 2.429
H -2.411 2.401 1.017
H 1.241 -2.568 0.442
H 3.354 -2.180 0.192
H -3.060 -1.829 -2.292
H -1.697 -2.172 0.234
H -2.505 1.124 2.055
H 5.261 0.944 -0.950
H 0.753 2.754 1.075
H 3.057 1.996 -0.507
H -3.491 -0.696 1.930
H -3.416 -0.009 -2.496
```

No. 4
ORCA calculation (wB97M-V/def2-TZVPD) on the ion C2HO3S with charge -1 at a distorted geometry.

Calculated values
Multiplicity: 1
LUMO level (alpha / beta) (eV): 3.521 / 3.522
ΔE to the lowest compared entry with this formula, charge and spin (kJ/mol): 537.1
Net charge: -1
Gap between HOMO and LUMO (alpha / beta) (eV): 7.07 / 7.11

Structure (XYZ):
```
7
C2HO3S (wB97M-V/def2-TZVPD)
S -0.375 0.642 -0.132
O 0.033 -2.070 -0.102
O -1.317 1.481 0.598
O -0.595 0.347 -1.565
C -0.683 -1.300 0.409
C 1.025 0.701 0.742
H 1.912 0.199 0.050
```